The following is a quantum chemistry calculation of a cluster of 2 separate species, C4H5P in total at a distorted geometry, from OMol25.

Geometry as XYZ:
```
10
Properties=species:S:1:pos:R:3:mulliken_charge:R:1
P -1.1378 2.9698 0.7556 -0.293
C -0.7333 2.8841 2.2358 -0.073
C 0.2940 -0.9642 0.0032 -0.360
C -0.4971 -0.0092 -0.4470 -0.190
C 0.8073 0.4015 0.2440 -0.730
H -0.6979 2.7419 3.2754 0.411
H 1.6140 0.7571 -0.4068 0.176
H 0.6931 -1.9005 0.0437 0.377
H 0.7992 0.9803 1.1195 0.263
H -1.1344 0.4581 -1.1519 0.420
```

## Properties
relative energy (zero: lowest compared OMol25 entry of this formula, charge and spin)	81.9	kcal per mole
frontier orbital gap	9.919	eV
net charge	0
SMILES	C1=CC1.C#P
E	-13512.3644	eV
strongest force on any atom	3.8	eV/Å